Run A
Computed, not measured: C45H62AsN7O2P3S4Ti as an isolated structure, with ωB97M-V/def2-TZVPD.

2S+1	2
total charge	-2
frontier orbital gap (alpha / beta)	4.0 / 5.4	eV

Each line ends with the Löwdin charge.
Positions of all 125 atoms, in Å:
Ti: -0.09466 0.16923 0.17062  0.43
C: -3.39474 -0.64640 -2.32228  -0.32
P: -2.73100 0.56148 -1.12802  0.80
C: -4.15402 0.67706 0.02604  -0.28
C: -2.99260 2.12720 -2.08878  -0.35
C: -4.23156 2.48559 -2.62568  -0.10
C: -4.39509 3.66255 -3.33450  -0.10
C: -3.30715 4.50690 -3.52978  -0.11
C: -2.07201 4.16050 -3.01183  -0.11
C: -1.90085 2.97809 -2.28705  -0.36
P: -0.26966 2.50080 -1.57368  0.89
C: 0.30579 4.11734 -0.91678  -0.25
C: 0.75137 2.42164 -3.09433  -0.28
H: -4.41746 -0.40584 -2.62533  0.03
H: -3.36151 -1.63486 -1.86186  -0.02
H: -2.74046 -0.69646 -3.19098  0.02
H: -5.12286 0.67668 -0.47945  0.04
H: -4.04462 1.58138 0.62087  0.01
H: -4.08712 -0.18606 0.69074  0.02
H: -5.08186 1.82768 -2.48644  0.09
H: -5.36635 3.92297 -3.73969  0.09
H: -3.42432 5.42917 -4.08725  0.09
H: -1.22662 4.81972 -3.17379  0.09
H: 0.43998 4.86514 -1.70118  0.03
H: 1.25662 3.93229 -0.41890  0.02
H: -0.40481 4.48965 -0.17791  0.03
H: 0.62705 3.31578 -3.71044  0.03
H: 0.47835 1.53195 -3.65981  0.00
H: 1.79436 2.31941 -2.79120  0.02
S: 1.50407 -3.80169 -1.13758  -0.14
As: -0.31392 -2.76734 -1.43552  -0.43
S: -1.26978 -1.99046 0.42776  0.06
S: 0.10559 -0.69654 -2.18660  0.07
S: -1.71594 -3.75891 -2.66901  -0.19
C: 2.58243 3.11833 2.10460  -0.04
C: 2.19498 1.78487 1.51768  -0.38
O: 1.11669 1.76952 0.77756  -0.29
C: 3.01012 0.65762 1.74192  -0.16
C: 4.23219 0.71198 2.46280  -0.07
C: 5.03485 -0.40466 2.60639  -0.14
C: 4.65355 -1.62310 2.04446  -0.12
C: 3.44439 -1.71896 1.35521  -0.04
C: 2.62487 -0.61032 1.21132  -0.35
O: 1.44506 -0.75032 0.61229  -0.34
H: 1.92678 3.89160 1.70576  0.05
H: 3.61856 3.38583 1.86997  0.07
H: 2.48783 3.12424 3.19862  0.08
H: 4.54880 1.64878 2.90578  0.08
H: 5.96670 -0.32702 3.15674  0.08
H: 5.28681 -2.49643 2.14918  0.08
H: 3.09537 -2.64600 0.91436  0.06
N: -1.28019 0.80786 1.59851  -0.30
P: -1.43990 1.05665 3.09896  0.59
N: -0.37640 0.27650 4.12823  -0.19
C: 0.45892 -0.84291 3.68288  -0.20
C: 1.73130 -0.88564 4.51323  -0.16
C: 1.40456 -1.20760 5.98080  -0.19
C: -0.01673 -0.74621 6.33074  -0.19
C: -0.39004 0.51908 5.56698  -0.22
N: -2.93354 0.60548 3.80373  -0.19
C: -4.11730 1.37008 3.38131  -0.22
C: -5.38059 0.51545 3.41379  -0.19
C: -5.42171 -0.27103 4.71943  -0.20
C: -4.22859 -1.24270 4.79023  -0.17
C: -3.13594 -0.84570 3.79918  -0.22
N: -1.41705 2.69696 3.47525  -0.18
C: -1.18909 3.64140 2.37658  -0.22
C: -0.58604 4.92814 2.92129  -0.19
C: -1.55180 5.63185 3.88758  -0.20
C: -2.43749 4.60521 4.60860  -0.19
C: -1.69504 3.28424 4.77763  -0.23
H: 0.68355 -0.71932 2.63296  0.06
H: -0.07225 -1.80278 3.76506  0.12
H: 2.21929 0.08866 4.43224  0.11
H: 2.42599 -1.61084 4.08762  0.11
H: 2.12840 -0.71854 6.63972  0.10
H: 1.49087 -2.28233 6.16313  0.10
H: -0.11989 -0.56827 7.40495  0.10
H: -0.73859 -1.52528 6.06868  0.10
H: 0.31154 1.32378 5.83554  0.11
H: -1.38822 0.84027 5.86970  0.09
H: -3.97853 1.80551 2.38782  0.07
H: -4.26961 2.20565 4.07365  0.10
H: -5.40463 -0.16659 2.56074  0.10
H: -6.25041 1.17088 3.32063  0.11
H: -6.36761 -0.80778 4.82505  0.10
H: -5.36933 0.44235 5.54852  0.10
H: -4.54884 -2.26208 4.55948  0.11
H: -3.81858 -1.25651 5.80346  0.10
H: -3.37089 -1.21375 2.79341  0.10
H: -2.19451 -1.32364 4.06869  0.09
H: -2.13183 3.87317 1.85355  0.12
H: -0.53098 3.16890 1.64915  0.06
H: -0.31709 5.58900 2.09348  0.10
H: 0.34407 4.67590 3.43662  0.10
H: -2.18111 6.34267 3.34480  0.10
H: -0.98320 6.21300 4.61961  0.10
H: -3.34125 4.41386 4.02424  0.10
H: -2.75805 4.98377 5.58301  0.10
H: -2.28665 2.58636 5.36874  0.09
H: -0.76899 3.46684 5.34481  0.11
N: 6.51308 -1.87304 -4.45503  0.17
C: 7.63690 -1.98983 -5.23581  -0.19
C: 8.14200 -3.01955 -6.01919  -0.03
C: 9.33147 -2.77482 -6.68314  -0.12
C: 9.99186 -1.54354 -6.56658  -0.12
C: 9.48236 -0.52294 -5.78451  -0.03
C: 8.28504 -0.74822 -5.10857  -0.24
N: 7.56462 0.08348 -4.27599  0.17
C: 6.52054 -0.61467 -3.90672  -0.26
C: 5.44920 -0.15505 -3.01834  -0.15
C: 4.42455 -0.99934 -2.61252  0.02
C: 3.42159 -0.50530 -1.79184  -0.14
N: 3.39474 0.75629 -1.36916  0.11
C: 4.39563 1.55460 -1.73279  -0.13
C: 5.43697 1.15879 -2.55565  -0.02
H: 5.79499 -2.56222 -4.31831  0.15
H: 7.63213 -3.97025 -6.10862  0.11
H: 9.76082 -3.55010 -7.30499  0.09
H: 10.92095 -1.39327 -7.10237  0.09
H: 9.98856 0.42906 -5.69118  0.10
H: 4.37182 -2.04111 -2.90407  0.10
H: 2.60908 -1.14672 -1.46527  0.01
H: 4.35965 2.56817 -1.34291  0.11
H: 6.22808 1.83890 -2.83994  0.10

Run B
Computed, not measured: C45H62AsN7O2P3S4Ti as an isolated structure, with ωB97M-V/def2-TZVPD.

2S+1	2
total charge	-2
frontier orbital gap (alpha / beta)	4.5 / 4.9	eV

Each line ends with the Löwdin charge.
Positions of all 125 atoms, in Å:
Ti: -0.31922 -0.58237 -0.20266  0.57
C: 3.98943 4.68399 0.83854  -0.31
P: 2.94316 3.18239 0.56721  0.94
C: 4.23236 1.89828 0.84856  -0.28
C: 2.83171 3.17762 -1.27948  -0.39
C: 3.99354 3.44830 -2.01241  -0.13
C: 4.00368 3.45397 -3.39534  -0.11
C: 2.82686 3.17547 -4.07618  -0.10
C: 1.67283 2.88339 -3.37155  -0.13
C: 1.64046 2.88222 -1.96918  -0.36
P: 0.07174 2.27390 -1.19243  0.91
C: -0.31133 3.57356 0.06341  -0.30
C: -1.17841 2.77623 -2.42647  -0.32
H: 4.96350 4.65611 0.34601  0.02
H: 4.15232 4.78404 1.91374  0.02
H: 3.44852 5.56744 0.49586  0.03
H: 5.07320 1.97914 0.15574  0.03
H: 3.78541 0.90731 0.76894  0.02
H: 4.60369 2.01461 1.86949  0.03
H: 4.91939 3.65405 -1.48865  0.08
H: 4.92071 3.66866 -3.93233  0.09
H: 2.80421 3.16752 -5.16034  0.10
H: 0.78667 2.58831 -3.91673  0.04
H: -0.03729 4.57026 -0.29228  0.04
H: 0.18268 3.37546 1.01012  -0.02
H: -1.39172 3.53780 0.21392  0.02
H: -1.13539 2.10896 -3.28775  -0.05
H: -1.06479 3.82422 -2.71657  0.05
H: -2.14174 2.63190 -1.93864  0.01
S: -1.79845 -5.24675 -1.12257  -0.27
As: -2.71293 -3.39098 -0.77844  0.06
S: 0.04563 -0.05091 -3.95144  -0.13
S: -1.20891 -0.60989 -2.38739  -0.08
S: -4.80898 -3.50716 -1.05637  -0.25
C: 1.83834 0.75792 3.14806  -0.06
C: 1.40633 -0.24946 2.12274  -0.37
O: 1.04489 0.24965 0.94935  -0.28
C: 1.46217 -1.63865 2.40022  -0.13
C: 2.12928 -2.12645 3.55716  -0.06
C: 2.26484 -3.47664 3.80913  -0.14
C: 1.73495 -4.41132 2.91800  -0.13
C: 1.03384 -3.97538 1.80172  -0.04
C: 0.85794 -2.61922 1.54460  -0.33
O: 0.07771 -2.26304 0.53306  -0.27
H: 1.36503 0.58344 4.11961  0.07
H: 1.56532 1.75145 2.79168  0.05
H: 2.92349 0.74841 3.32092  0.07
H: 2.57090 -1.41594 4.24532  0.09
H: 2.79563 -3.80473 4.69607  0.08
H: 1.84591 -5.47312 3.10351  0.09
H: 0.55506 -4.66573 1.11512  0.10
N: -1.79141 -0.09849 0.75793  -0.27
P: -3.12464 -0.21656 1.55337  0.62
N: -3.10789 0.97600 2.74843  -0.20
C: -2.32137 2.18642 2.56574  -0.22
C: -1.78146 2.68536 3.91556  -0.18
C: -1.59381 1.50746 4.86514  -0.20
C: -2.96306 0.91179 5.20882  -0.18
C: -3.88199 0.94616 3.97155  -0.21
N: -4.43922 -0.02542 0.57760  -0.18
C: -5.83022 -0.07225 1.01966  -0.22
C: -6.70685 0.83412 0.14694  -0.19
C: -5.93325 2.07055 -0.27263  -0.20
C: -4.75278 1.65067 -1.16390  -0.17
C: -4.30501 0.21419 -0.85964  -0.23
N: -3.30576 -1.57479 2.49141  -0.18
C: -4.47056 -2.46602 2.60088  -0.22
C: -4.32284 -3.35967 3.82550  -0.19
C: -3.08169 -4.24810 3.75045  -0.18
C: -1.90634 -3.49100 3.11748  -0.16
C: -2.10093 -1.98780 3.23097  -0.19
H: -2.89561 2.98766 2.07334  0.11
H: -1.48905 1.92262 1.91357  0.07
H: -2.47277 3.40456 4.37018  0.10
H: -0.84169 3.21549 3.74247  0.10
H: -1.07240 1.81398 5.77550  0.10
H: -0.97375 0.74897 4.37920  0.10
H: -3.42896 1.47223 6.02647  0.10
H: -2.84684 -0.11707 5.55438  0.09
H: -4.52830 1.83585 4.01437  0.11
H: -4.54113 0.07928 3.97350  0.09
H: -5.87907 0.27029 2.05929  0.10
H: -6.22273 -1.09146 0.96568  0.09
H: -7.61855 1.08096 0.69838  0.10
H: -7.01471 0.28446 -0.74619  0.11
H: -5.55848 2.57422 0.62485  0.10
H: -6.58049 2.78499 -0.78782  0.10
H: -3.91723 2.33301 -0.99049  0.08
H: -5.01244 1.72781 -2.22372  0.11
H: -3.27420 0.07215 -1.16245  0.00
H: -4.89352 -0.53467 -1.39486  0.08
H: -4.60157 -3.06055 1.69141  0.04
H: -5.37579 -1.87638 2.73905  0.08
H: -5.22948 -3.96344 3.91935  0.11
H: -4.27617 -2.72515 4.71851  0.10
H: -3.30088 -5.14124 3.16111  0.11
H: -2.81937 -4.58761 4.75748  0.10
H: -1.81602 -3.73922 2.05816  0.08
H: -0.95849 -3.77281 3.57895  0.10
H: -1.24334 -1.46532 2.80970  0.09
H: -2.16782 -1.69628 4.28833  0.10
N: 4.53432 -0.64077 -5.35903  0.18
C: 5.33856 -1.01670 -6.40654  -0.19
C: 5.82875 -0.34053 -7.51683  -0.03
C: 6.64736 -1.05434 -8.37447  -0.12
C: 6.96658 -2.39753 -8.12939  -0.12
C: 6.47222 -3.06613 -7.02359  -0.03
C: 5.64140 -2.36768 -6.15112  -0.23
N: 5.01602 -2.79095 -4.99230  0.18
C: 4.36565 -1.74386 -4.55894  -0.27
C: 3.50235 -1.63127 -3.37933  -0.16
C: 2.56627 -2.60851 -3.07390  0.01
C: 1.63154 -2.34284 -2.08511  -0.13
N: 1.62839 -1.19782 -1.40283  -0.03
C: 2.57289 -0.30149 -1.64459  -0.15
C: 3.52598 -0.46404 -2.62922  -0.01
H: 3.99372 0.20389 -5.26079  0.16
H: 5.58023 0.69628 -7.70498  0.10
H: 7.04894 -0.56694 -9.25412  0.09
H: 7.61069 -2.92002 -8.82592  0.09
H: 6.71074 -4.10403 -6.83144  0.10
H: 2.51453 -3.52517 -3.64331  0.12
H: 0.83428 -3.04047 -1.85128  0.11
H: 2.54033 0.58935 -1.03491  0.07
H: 4.24603 0.32338 -2.81757  0.11

Stability, descending: run A, run B